## A
Here is C6H9N3 in the gas phase from the OMol25 dataset. Energies are from ωB97M-V/def2-TZVPD.

Each line ends with the natural charge from an NBO analysis.
Element x y z (Å)
1 C -1.351 -0.552 1.148  -0.433
2 N -0.616 -0.028 0.004  -0.219
3 C 1.128 -0.355 -0.056  0.230
4 N -1.105 -0.467 -1.256  -0.661
5 C 1.650 0.870 -0.508  -0.319
6 C 0.796 1.935 -0.635  -0.152
7 C 1.572 -1.563 0.230  -0.473
8 C -0.543 1.765 -0.152  0.210
9 N -1.292 2.454 0.478  -0.465
10 H -2.108 -0.301 -1.302  0.366
11 H -0.905 -1.459 -1.367  0.348
12 H 2.723 0.972 -0.628  0.233
13 H 1.081 2.900 -1.031  0.239
14 H -0.894 -0.158 2.053  0.227
15 H -2.398 -0.239 1.105  0.227
16 H -1.332 -1.649 1.152  0.188
17 H 1.062 -2.227 0.913  0.224
18 H 2.531 -1.896 -0.149  0.229

- Highest occupied orbital energy: -7.8 eV
- Spin multiplicity: 1

***

## B
Here is C6H9N3 in the gas phase from the OMol25 dataset. Energies are from ωB97M-V/def2-TZVPD.

Each line ends with the natural charge from an NBO analysis.
Element x y z (Å)
1 C -2.391 -0.302 -0.093  -0.395
2 N -1.296 0.622 -0.044  -0.323
3 C -1.362 1.980 0.014  0.168
4 N -0.183 2.567 0.021  -0.477
5 C 0.692 1.537 -0.040  0.266
6 C 0.039 0.333 -0.072  0.004
7 C 0.992 -0.805 -0.140  -0.425
8 C 2.338 -0.039 0.042  -0.196
9 N 2.070 1.398 -0.149  -0.609
10 H -2.447 -0.783 -1.074  0.203
11 H -2.265 -1.078 0.666  0.206
12 H -3.321 0.232 0.093  0.215
13 H -2.293 2.508 0.056  0.189
14 H 0.842 -1.552 0.643  0.211
15 H 0.957 -1.315 -1.107  0.206
16 H 2.748 -0.234 1.041  0.181
17 H 3.079 -0.356 -0.696  0.195
18 H 2.631 2.021 0.415  0.381

- Highest occupied orbital energy: -7.1 eV
- Spin multiplicity: 1
- SMILES: Cn1cnc2c1CCN2

***

## C
Here is a molecular structure, C6H9N3 from the OMol25 dataset. Energies are from ωB97M-V/def2-TZVPD.

Each line ends with the natural charge from an NBO analysis.
Element x y z (Å)
1 C 0.031 0.887 1.439  -0.417
2 C -2.152 -0.751 0.540  -0.672
3 N 0.093 0.209 0.149  -0.514
4 C -0.860 -0.763 -0.231  0.466
5 C 1.265 0.343 -0.575  0.301
6 C 1.379 0.801 -1.818  -0.363
7 N -0.732 -1.592 -1.180  -0.683
8 C 2.949 0.210 0.492  0.267
9 N 2.448 -0.677 -0.106  -0.527
10 H 0.177 -1.568 -1.636  0.344
11 H -0.730 1.665 1.406  0.203
12 H 0.934 1.403 1.765  0.238
13 H -0.189 0.213 2.268  0.206
14 H -2.815 -1.484 0.082  0.251
15 H -2.627 0.233 0.510  0.222
16 H -1.997 -1.036 1.586  0.224
17 H 0.498 1.106 -2.362  0.228
18 H 2.328 0.800 -2.330  0.227

- Highest occupied orbital energy: -9.3 eV
- Spin multiplicity: 1

***

## D
Here is C6H9N3 in the gas phase from the OMol25 dataset. Energies are from ωB97M-V/def2-TZVPD.

Each line ends with the natural charge from an NBO analysis.
Element x y z (Å)
1 C -3.617 -0.950 0.101  -0.186
2 C -2.459 -0.601 -0.008  -0.060
3 C -1.064 -0.282 -0.160  0.176
4 C -0.137 -1.339 -0.125  -0.379
5 C 1.229 -1.138 -0.022  0.090
6 N 1.758 0.023 -0.041  -0.513
7 C 3.187 0.297 0.084  -0.423
8 N -0.729 0.989 -0.228  -0.399
9 N -1.523 2.112 0.063  -0.647
10 H -4.635 -1.267 0.176  0.241
11 H -0.553 -2.313 -0.107  0.223
12 H 1.878 -2.008 0.117  0.151
13 H 3.674 -0.426 0.762  0.174
14 H 3.643 0.173 -0.905  0.196
15 H 3.375 1.291 0.402  0.201
16 H 0.247 1.175 -0.262  0.440
17 H -2.188 2.240 -0.757  0.355
18 H -2.085 2.025 0.909  0.359

- Highest occupied orbital energy: -7.7 eV
- Spin multiplicity: 1
- SMILES: C#C/C(=C/C=N/C)NN

***

Short version: A is the least stable of them.

***

## A
Here is C6H9N3 in the gas phase from the OMol25 dataset. Energies are from ωB97M-V/def2-TZVPD.

Each line ends with the natural charge from an NBO analysis.
Element x y z (Å)
1 N -3.194 0.680 -0.317  -0.830
2 C -2.730 -0.692 0.174  -0.225
3 C -1.181 -0.701 0.041  -0.175
4 C -0.228 0.293 0.058  -0.211
5 C 1.163 0.125 -0.045  0.019
6 C 2.099 1.111 0.057  -0.085
7 N 3.336 0.421 -0.017  -0.564
8 C 3.030 -0.891 -0.084  0.221
9 N 1.785 -1.117 -0.070  -0.469
10 H -2.870 1.348 0.533  0.353
11 H -4.413 0.583 -0.310  0.354
12 H -3.053 -1.384 -0.776  0.195
13 H -2.821 -1.010 1.048  0.173
14 H -0.737 -1.733 0.080  0.211
15 H -0.623 1.490 -0.076  0.198
16 H 2.213 2.135 0.032  0.209
17 H 4.272 1.032 0.061  0.433
18 H 3.952 -1.692 -0.390  0.193

- Highest occupied orbital energy: -7.9 eV
- Spin multiplicity: 1
- SMILES: NC/C=C/c1c[nH]cn1

***

## B
Here is C6H9N3 in the gas phase from the OMol25 dataset. Energies are from ωB97M-V/def2-TZVPD.

Each line ends with the natural charge from an NBO analysis.
Element x y z (Å)
1 C -2.667 -0.381 0.001  -0.354
2 C -2.227 0.960 0.066  -0.052
3 N -0.891 1.050 0.031  -0.295
4 N -0.495 -0.234 -0.037  -0.035
5 N 0.842 -0.592 -0.051  -0.253
6 C 1.682 0.142 -1.035  -0.223
7 C 2.798 0.166 0.031  -0.423
8 C 1.680 -0.056 1.039  -0.224
9 C -1.513 -1.132 -0.066  -0.035
10 H -3.703 -0.715 -0.019  0.231
11 H -2.832 1.878 0.125  0.210
12 H 1.867 -0.394 -1.978  0.196
13 H 1.295 1.146 -1.219  0.206
14 H 3.382 1.081 0.131  0.213
15 H 3.487 -0.674 -0.056  0.209
16 H 1.278 0.886 1.426  0.203
17 H 1.851 -0.764 1.877  0.194
18 H -1.334 -2.203 -0.108  0.232

- Highest occupied orbital energy: -9.3 eV
- Spin multiplicity: 1
- SMILES: c1cnn(N2CCC2)c1

***

Short version: A is the least stable of them.

***

## A
Here is 3 unconnected molecules or ions with the total composition C3H11NO3S from the OMol25 dataset. Energies are from ωB97M-V/def2-TZVPD.

Each line ends with the natural charge from an NBO analysis.
Element x y z (Å)
1 N -2.056 1.123 -1.008  -0.845
2 C -0.895 0.362 -1.527  -0.185
3 C -1.349 -1.042 -1.818  0.433
4 O -0.636 -1.888 -2.297  -0.496
5 C 0.125 0.261 -0.402  -0.507
6 S 0.892 1.919 -0.166  -0.074
7 H -1.844 2.091 -0.822  0.372
8 H -2.802 1.105 -1.685  0.360
9 H -0.542 0.929 -2.361  0.217
10 H -2.393 -1.333 -1.593  0.124
11 H -0.439 0.061 0.516  0.207
12 H 0.859 -0.493 -0.439  0.256
13 H 1.884 1.571 0.658  0.134
14 O 2.352 -1.971 1.041  -0.929
15 H 1.643 -2.612 1.162  0.466
16 H 2.032 -1.278 1.633  0.466
17 O 1.340 0.098 3.187  -0.932
18 H 0.939 0.253 2.316  0.455
19 H 0.890 0.845 3.605  0.477

- Highest occupied orbital energy: -9.6 eV
- Spin multiplicity: 1
- SMILES: N[C@H](C=O)CS.O.O

***

## B
Here is 3 unconnected molecules or ions with the total composition C3H11NO3S from the OMol25 dataset. Energies are from ωB97M-V/def2-TZVPD.

Each line ends with the natural charge from an NBO analysis.
Element x y z (Å)
1 N 0.075 -2.485 0.878  -0.863
2 C -0.104 -1.691 -0.359  -0.177
3 C 1.347 -1.700 -0.994  0.458
4 O 1.568 -0.900 -1.857  -0.533
5 C -0.578 -0.245 -0.218  -0.516
6 S -2.233 -0.217 0.672  -0.047
7 H -0.426 -2.038 1.646  0.375
8 H -0.215 -3.435 0.896  0.374
9 H -0.638 -2.118 -1.219  0.201
10 H 1.953 -2.584 -0.607  0.130
11 H 0.094 0.182 0.521  0.187
12 H -0.345 0.202 -1.263  0.284
13 H -1.928 0.684 1.563  0.124
14 O 0.386 2.688 -1.367  -0.941
15 H 1.072 2.930 -2.005  0.478
16 H 0.196 3.571 -0.921  0.467
17 O -0.266 2.565 1.912  -0.921
18 H -0.201 1.639 1.547  0.457
19 H 0.243 2.952 1.174  0.464

- Highest occupied orbital energy: -9.2 eV
- Spin multiplicity: 1
- SMILES: N[C@H](C=O)CS.O.O

***

Short version: B is the least stable of them.